Below is the molecule C2O3S in a non-equilibrium geometry, with properties calculated with the ωB97M-V functional and the def2-TZVPD basis.

Each line ends with the Mulliken charge.
CARTESIAN COORDINATES (ANGSTROEM)
C  0.173  -1.238  -0.909  0.374
C  0.182  -0.164  -0.339  -0.204
O  -1.381  1.730  0.606  -0.422
O  0.796  1.345  1.735  -0.425
O  0.526  -2.541  -2.041  -0.144
S  -0.296  0.869  0.948  0.822

Forces on atoms 1 to 3 (eV/Å):
1.69 -5.14 -4.71
-0.19 0.26 0.24
-0.44 0.29 -0.58

Calculated values
* DFT total energy: -699.7901 Eh
* total charge: 0
* ΔE to the lowest compared entry with this formula, charge and spin: 10.534 eV
* LUMO (alpha / beta): -2.52 / -3.55 eV
* molar mass: 104.086 g mol⁻¹
* Kohn-Sham gap (alpha / beta): 9.430 / 6.456 eV
* SMILES string: O=C=C=S(=O)=O

***

Below is the molecule C14H19N5O2 in a non-equilibrium geometry, with properties calculated with the ωB97M-V functional and the def2-TZVPD basis.

Each line ends with the Mulliken charge.
CARTESIAN COORDINATES (ANGSTROEM)
C  -4.959  -0.118  -0.110  -0.851
H  -5.280  -0.818  -0.888  0.336
O  -4.010  -0.701  0.751  -0.464
C  -2.820  -1.101  0.237  0.860
C  -2.459  -1.018  -1.103  -0.482
C  -1.204  -1.442  -1.508  -0.627
C  -0.296  -1.960  -0.599  0.610
C  -0.669  -2.060  0.739  -0.304
C  -1.910  -1.636  1.154  -0.714
H  -2.205  -1.703  2.188  0.444
H  0.028  -2.468  1.456  0.445
C  1.091  -2.374  -1.018  -1.466
N  2.086  -1.650  -0.269  0.859
C  2.430  -0.334  -0.267  0.244
N  3.381  -0.176  0.625  -0.359
N  3.603  -1.367  1.159  -0.609
N  2.852  -2.249  0.648  -0.448
C  1.838  0.713  -1.136  -0.407
N  1.273  1.792  -0.349  -0.109
C  0.194  1.351  0.518  0.086
C  -0.288  2.531  1.359  -0.997
O  -0.728  3.592  0.544  -0.420
C  0.313  4.020  -0.301  -0.624
C  0.810  2.880  -1.190  -0.520
H  1.642  3.233  -1.804  0.389
H  -0.011  2.553  -1.855  0.299
H  -0.095  4.831  -0.907  0.356
H  1.154  4.394  0.301  0.359
H  -1.140  2.238  1.974  0.383
H  0.536  2.871  2.003  0.410
H  0.564  0.567  1.180  0.367
H  -0.654  0.951  -0.067  0.061
H  1.086  0.252  -1.804  0.149
H  2.638  1.140  -1.750  0.580
H  1.265  -3.431  -0.796  0.393
H  1.245  -2.204  -2.088  0.429
H  -0.937  -1.367  -2.554  0.353
H  -3.138  -0.618  -1.840  0.405
H  -4.571  0.795  -0.574  0.336
H  -5.810  0.134  0.520  0.247

Forces on atoms 1 to 3 (eV/Å):
-0.17 0.11 -0.16
0.03 0.03 0.03
0.25 -0.15 0.19

Calculated values
* DFT total energy: -969.0788 Eh
* total charge: 0
* ΔE to the lowest compared entry with this formula, charge and spin: 2.626 eV
* LUMO: 0.59 eV
* molar mass: 289.339 g mol⁻¹
* Kohn-Sham gap: 9.542 eV
* SMILES string: COc1ccc(Cn2nnnc2CN2CCOCC2)cc1